The molecule C5H6BrN in a non-equilibrium geometry. Source: the OMol25 dataset; level of theory: the ωB97M-V functional and the def2-TZVPD basis.

- energy above the lowest of the compared OMol25 structures with the same formula, charge and spin (kcal per mole) = 55.1
- E_HOMO (eV) = -9.07
- HOMO-LUMO gap (eV) = 9.938
- SMILES = C/C=C(\Br)[C@H]1C=N1

XYZ file:
```
13
Properties=species:S:1:pos:R:3:forces:R:3
C -1.2931 1.7528 1.2253 -1.2795 -2.8445 -0.2902
C 0.2593 -0.2969 -0.7712 -3.2804 2.5566 -0.7501
C 0.0936 -0.5030 0.5353 -1.4396 1.6958 1.3504
C -1.0167 0.3761 1.5397 2.4512 -1.9502 -1.3923
C 1.2366 -0.7597 -1.7411 2.2767 -2.6185 2.5702
N -2.1892 0.9412 0.8197 0.7070 1.1682 0.5133
Br 1.2301 -1.7450 1.4538 -0.2710 0.4174 0.1170
H -1.1183 2.7608 1.4012 0.3156 1.6538 -0.1990
H -0.5529 0.3093 -1.3579 1.1163 -0.5710 1.8442
H -1.1053 0.0268 2.5959 0.0293 -0.1951 -1.1601
H 1.9318 -1.3610 -1.0021 -0.4076 0.9416 -2.2228
H 0.7503 -1.4841 -2.3680 -0.0220 -0.3347 -0.6546
H 1.7740 -0.0173 -2.3306 -0.1962 0.0806 0.2740
```
Positions in Å, forces in eV/Å.